# C56H48BaCl4N8O9S2

A molecular structure, C56H48BaCl4N8O9S2 in a non-equilibrium geometry (wB97M-V/def2-TZVPD, the OMol25 dataset).

The geometry in ORCA input format:
```
! wB97M-V def2-TZVPD RIJCOSX def2/J DEFGRID3
* xyz -2 1
Ba 1.1455 -0.8017 -1.4781
Cl 2.0261 -0.9141 8.4926
C 1.9731 -0.9571 6.7636
C 0.8640 -1.0940 5.9714
C 1.0041 -1.1142 4.5700
C 2.2491 -0.8838 3.9672
C 3.3787 -0.8841 4.7955
C 3.2566 -1.0716 6.1788
C 2.3616 -0.7204 2.4815
C 2.1060 -1.9729 1.7156
C 1.3026 -3.0615 2.0958
C 1.3874 -3.9910 1.0552
C 2.3216 -3.4519 0.0725
C 2.9452 -4.1751 -1.0491
C 2.8814 -5.6883 -1.1501
C 2.6455 -6.2587 -2.3929
C 2.8752 -7.5918 -2.6777
C 3.1870 -8.4573 -1.5726
Cl 3.9671 -10.0028 -1.8253
C 3.2923 -7.8841 -0.2611
C 3.1729 -6.4984 -0.0431
C 3.4481 -3.5076 -2.1856
N 3.2489 -2.1870 -2.4834
C 3.9970 -1.8645 -3.5601
C 4.0096 -0.5934 -4.2199
C 4.6503 -0.4923 -5.5729
C 5.4536 0.6380 -5.8902
C 5.9837 0.6807 -7.1720
C 5.9494 -0.3914 -7.9969
Cl 6.8922 -0.5637 -9.4190
C 5.1179 -1.4696 -7.7239
C 4.3594 -1.4668 -6.5423
C 3.5229 0.6683 -3.6441
C 3.2935 1.8763 -4.3292
C 2.9292 2.8406 -3.4006
C 2.8601 2.1380 -2.1289
N 3.2930 0.8098 -2.2853
C 2.8195 2.7643 -0.8593
C 2.6791 2.1399 0.3911
C 3.0402 2.7051 1.7244
C 2.9608 1.6959 2.6206
C 2.5088 0.5197 1.8890
N 2.2869 0.8609 0.5655
C 3.1185 4.2466 -0.7879
C 4.2512 4.8625 -1.4056
C 4.4182 6.2364 -1.2296
C 3.5382 6.9889 -0.4025
Cl 3.5485 8.7055 -0.4561
C 2.4848 6.3428 0.2663
C 2.2224 5.0756 -0.1293
C 4.7196 -3.0827 -4.0164
C 4.3528 -4.1264 -3.2168
N 2.6627 -2.1296 0.4636
H -0.1601 -0.9739 6.3852
H 0.1261 -0.9372 3.9252
H 4.3458 -0.8782 4.1890
H 4.0987 -0.9887 6.8547
H 0.7248 -3.1011 3.0132
H 0.6395 -4.7984 0.9701
H 2.3075 -5.5785 -3.2068
H 2.9855 -7.9925 -3.6657
H 3.4183 -8.5770 0.5414
H 3.2196 -6.0967 0.9902
H 5.6863 1.3984 -5.1373
H 6.4477 1.5823 -7.5746
H 5.0688 -2.3096 -8.4075
H 3.5794 -2.1770 -6.2752
H 3.3589 2.0830 -5.4047
H 2.7880 3.9001 -3.5085
H 3.4007 3.6844 2.0211
H 3.1644 1.6901 3.6711
H 4.9162 4.2097 -1.9818
H 5.1751 6.7577 -1.7739
H 1.9163 6.8268 1.0421
H 1.2657 4.6555 0.1412
H 5.3099 -3.1175 -4.8903
H 4.7229 -5.1548 -3.2584
O -0.7591 -0.5713 0.8833
H -1.4136 -1.2019 0.5604
H -1.0405 -0.1763 1.7547
O -0.6852 3.7123 0.3172
H -1.0572 3.3852 1.1910
H -1.4271 3.7321 -0.3483
O 0.0554 1.6849 -1.7040
H -0.0391 2.2282 -0.8655
H -0.8405 1.9555 -1.9920
O -1.1011 -2.3704 -2.0187
N -0.9893 -3.2025 -2.9911
O 0.1051 -3.3076 -3.5419
C -4.3712 0.6441 5.0646
N -3.4094 1.2065 4.1693
C -2.1752 1.6445 4.3383
N -1.9119 2.0915 5.5988
S -1.0073 1.7665 3.1164
H -5.2363 0.2569 4.4898
H -4.8126 1.3646 5.7834
H -3.8478 -0.1793 5.6434
H -3.4905 1.0037 3.2100
H -2.4754 1.7466 6.3854
H -1.1003 2.6455 5.7461
C -11.4172 1.5890 3.6643
C -10.2139 1.0945 2.9086
C -9.6045 2.0573 2.0746
C -8.5076 1.7265 1.2927
C -7.9945 0.4594 1.4416
C -8.4929 -0.5199 2.2489
C -9.6802 -0.2443 2.9044
S -6.3474 0.0868 0.9089
O -5.5962 0.1345 2.1479
O -6.3490 -1.0768 0.0057
N -5.8727 1.3036 -0.1716
C -5.6080 1.1501 -1.6365
C -4.1028 1.3618 -1.8702
C -3.5274 2.6813 -1.3532
O -4.2171 3.3609 -0.5088
O -2.3613 3.0434 -1.7851
H -12.1087 2.2431 3.0625
H -11.1612 2.2619 4.4675
H -12.0425 0.7922 4.0626
H -10.0641 3.0464 2.1151
H -7.9666 2.4226 0.6594
H -7.8934 -1.4491 2.2357
H -10.2421 -0.9892 3.4151
H -5.3375 2.0532 0.2205
H -6.3052 1.8956 -2.0962
H -5.9474 0.1494 -1.9866
H -3.9074 1.3066 -2.9515
H -3.5707 0.4465 -1.4994
*
```

Values from the calculation:
LUMO energy (spin up / spin down) = 2.9307 / 2.9346 eV
strongest force on any atom = 5.10 eV/Å
E_tot = -5940.6968 a.u.